Formula: C6H10O
Source: the OMol25 dataset
Level of theory: ωB97M-V with the def2-TZVPD basis set

Output
F_max (eV Å⁻¹): 1.23
E (a.u.): -309.80993
Net charge: 0
Molecular weight (g/mol): 98.14

Last column: natural (NBO) charge in e.
Element x y z (Å)
O1 0.0838 1.9320 0.4276  -0.710
C1 -0.9871 1.0039 0.3064  0.039
C2 -0.9088 -0.1025 1.3385  -0.220
C3 0.0692 -1.0032 1.2755  -0.166
C4 1.1475 -0.9629 0.2263  -0.459
C5 0.7353 -0.2085 -1.0832  -0.465
C6 -0.7525 0.4201 -1.0737  -0.410
H1 0.7179 1.5123 -0.1820  0.468
H2 -1.9518 1.5275 0.3609  0.186
H3 -1.6549 -0.1604 2.1275  0.209
H4 0.1407 -1.7935 2.0197  0.205
H5 1.4509 -1.9844 -0.0341  0.218
H6 2.0438 -0.5264 0.7049  0.223
H7 1.6272 0.3824 -1.4005  0.218
H8 0.6245 -0.9062 -1.8978  0.230
H9 -0.8861 1.2256 -1.8152  0.221
H10 -1.4994 -0.3559 -1.3009  0.213